Molecular formula: C5H4ClN
Method: DFT, ωB97M-V with the def2-TZVPD basis set

Summary:
Max |F| in eV/Å: 5.2
E_LUMO in eV: -0.10
E_HOMO in eV: -9.27

ORCA input file:
```
! RIJCOSX wB97M-V def2-TZVPD def2/J DEFGRID3
* xyz 0 1
C -0.6433 0.1160 -1.8733
C 1.6163 0.0503 -0.7196
C -0.4154 0.0592 1.8362
C 0.3722 -0.1470 -0.9956
C -0.9313 -0.5058 0.8232
N -1.5863 0.2891 -2.5128
Cl -2.3592 -1.0436 0.2375
H 1.9916 0.0383 0.3968
H 2.2309 0.4127 -1.6307
H -0.9108 0.3019 2.7185
H 0.6355 0.4288 1.7199
*
```

---

Molecular formula: C30H67ClN11O25P2
Method: DFT, ωB97M-V with the def2-TZVPD basis set

Summary:
Max |F| in eV/Å: 2.0
E_LUMO in eV: 1.22
E_HOMO in eV: -4.51

ORCA input file:
```
! RIJCOSX wB97M-V def2-TZVPD def2/J DEFGRID3
* xyz -1 1
C -5.5331 0.1899 0.6433
C -5.6295 1.0212 -0.2195
C -5.5304 2.1440 -1.1751
C -4.1551 2.1121 -1.8990
C -3.0266 2.5044 -0.9409
P -1.1702 2.3137 -1.4294
C -0.8397 2.7806 0.4408
C 0.7358 2.2754 -1.6765
C 1.6614 1.2794 -0.9483
C 2.5790 0.5537 -1.9823
C 3.2701 -0.7244 -1.4717
C 3.6249 -0.7624 0.0367
C 2.5962 -1.4906 0.9169
C 2.6154 -0.8872 2.3384
O 1.8400 0.3073 2.4088
C 0.5241 0.0541 2.8371
C -1.6091 1.9436 -3.2990
C -0.5334 1.6544 -4.2865
O -0.0373 0.6229 -4.5796
Cl 0.0692 3.1300 -5.2345
C -1.3249 0.3896 -0.9524
C -0.8559 -0.6934 -1.8534
O 0.1162 -1.3718 -1.6785
O -1.7266 -1.1343 -2.9196
C -2.6932 -1.9808 -2.4518
C -2.2648 -3.3820 -2.0765
O -3.8307 -1.6149 -2.3361
P -1.0010 4.5648 -1.9612
N -2.2618 5.3184 -2.5991
H -5.3695 -0.4835 1.4495
H -6.2888 1.9430 -1.9409
H -5.7199 3.0937 -0.6771
H -4.2147 2.6799 -2.8265
H -4.0390 1.0536 -2.1702
H -3.1738 3.5745 -0.7273
H -3.2351 2.0320 0.0206
H -1.2837 2.0658 1.1453
H -1.3404 3.7264 0.6772
H 0.2029 2.9012 0.7487
H 1.1223 2.4164 -2.6953
H 1.0392 3.2526 -1.2664
H 1.2163 0.5330 -0.2990
H 2.3703 1.8209 -0.3102
H 1.9140 0.2605 -2.8012
H 3.2960 1.2796 -2.3678
H 2.7197 -1.6397 -1.6998
H 4.2177 -0.8084 -2.0136
H 3.8185 0.2375 0.4115
H 4.5690 -1.3130 0.1266
H 1.5786 -1.3919 0.5277
H 2.8007 -2.5624 0.9911
H 3.6443 -0.5667 2.5144
H 2.2869 -1.5923 3.1074
H -0.0047 -0.5510 2.0869
H 0.0010 1.0088 2.9091
H 0.4853 -0.4308 3.8203
H -2.2655 1.0740 -3.4103
H -2.1972 2.7582 -3.7339
H -2.3940 0.1842 -0.8134
H -0.8831 0.1791 0.0186
H -3.0994 -4.0413 -2.3209
H -1.3939 -3.7071 -2.6409
H -2.0995 -3.4662 -1.0040
H -0.5062 5.3004 -0.8474
H 0.0771 4.6423 -2.8832
H -3.0390 4.6707 -2.6698
C 7.0701 2.8522 -0.7390
N 6.0683 1.8190 -0.3644
O 5.6076 1.1413 -1.2588
O 5.7819 1.7396 0.8125
H 7.2203 2.8132 -1.8087
H 6.6717 3.8091 -0.4375
H 7.9896 2.6243 -0.2056
C 5.6567 0.2198 5.7327
N 5.3264 -0.7964 4.6998
O 5.9878 -0.7994 3.6801
O 4.4206 -1.5600 4.9482
H 6.4806 0.8221 5.3680
H 4.7724 0.8280 5.8988
H 5.9339 -0.3195 6.6335
C -5.0961 -1.4355 -5.4481
N -5.6017 -2.3306 -6.5253
O -5.0096 -2.3401 -7.5841
O -6.5830 -2.9989 -6.2699
H -4.2250 -0.9073 -5.8177
H -5.8956 -0.7456 -5.1966
H -4.8415 -2.0558 -4.5943
C 6.3417 6.6241 -3.8318
N 6.7096 5.6228 -2.7962
O 7.8934 5.4236 -2.5911
O 5.8014 5.0716 -2.2160
H 7.2539 7.0294 -4.2532
H 5.7500 6.1200 -4.5903
H 5.7618 7.3976 -3.3365
C -4.9814 -6.6836 -0.6635
N -3.5548 -6.5273 -0.2725
O -3.2209 -5.4767 0.2285
O -2.8219 -7.4735 -0.4811
H -5.5034 -5.7688 -0.4196
H -5.0139 -6.8744 -1.7318
H -5.3804 -7.5246 -0.1068
C -8.6270 -5.0504 1.5567
N -8.0398 -5.5710 0.2930
O -7.9218 -6.7757 0.1756
O -7.7120 -4.7540 -0.5373
H -8.8649 -5.8919 2.1966
H -7.8845 -4.4045 2.0157
H -9.5183 -4.4894 1.2924
C 8.4572 -3.0868 5.3594
N 8.2433 -2.1263 6.4759
O 7.2356 -2.2517 7.1420
O 9.0881 -1.2728 6.6394
H 7.6229 -3.7778 5.3375
H 8.5108 -2.5086 4.4415
H 9.3934 -3.6028 5.5505
C -5.2510 -10.1097 2.3311
N -5.3690 -8.7809 2.9921
O -6.4329 -8.4946 3.5030
O -4.3857 -8.0751 2.9691
H -6.1986 -10.6264 2.4272
H -5.0019 -9.9335 1.2887
H -4.4539 -10.6509 2.8313
C 7.6726 7.7269 0.5665
N 7.6401 8.8774 -0.3785
O 6.6728 8.9805 -1.1040
O 8.5870 9.6327 -0.3588
H 6.7668 7.1466 0.4330
H 8.5547 7.1389 0.3306
H 7.7341 8.1337 1.5712
C -6.1626 1.6037 4.1942
N -5.0674 2.5257 3.7853
O -3.9991 2.4126 4.3495
O -5.3279 3.3289 2.9185
H -5.7899 0.9503 4.9745
H -6.9834 2.2161 4.5550
H -6.4566 1.0358 3.3157
*
```

---

Molecular formula: C18H36O10
Method: DFT, ωB97M-V with the def2-TZVPD basis set

Summary:
Max |F| in eV/Å: 4.2
Structure (SMILES): COC(=O)OC.COC(=O)OC.CC(C)=O.CC(C)=O.CC(C)=O.CC(C)=O
E_LUMO in eV: 0.46
E_HOMO in eV: -9.34

ORCA input file:
```
! RIJCOSX wB97M-V def2-TZVPD def2/J DEFGRID3
* xyz 0 1
C -1.6465 19.7021 -6.2263
O -0.4617 19.8732 -5.5531
C 0.0374 21.0439 -5.2215
O -0.5891 22.1374 -5.2562
O 1.3524 20.8876 -4.7985
C 2.0767 22.0526 -4.5416
H -2.4468 20.2927 -5.7806
H -1.7415 18.6163 -6.2336
H -1.6068 19.8877 -7.2997
H 1.9304 22.7912 -5.3298
H 3.1363 21.9850 -4.2951
H 1.5941 22.6177 -3.7442
C -1.1649 15.4137 -10.7901
O -0.5177 14.7553 -9.6875
C -0.0533 15.5110 -8.6523
O 0.1986 16.6832 -8.7673
O 0.2122 14.7655 -7.5840
C 0.8203 15.2374 -6.4583
H -0.3926 15.5763 -11.5419
H -1.7264 16.3095 -10.5250
H -1.9505 14.6994 -11.0366
H 1.2798 14.5040 -5.7957
H 0.1086 15.8610 -5.9172
H 1.6380 15.8646 -6.8133
C -1.5878 11.3598 -10.4954
C -2.9819 11.0493 -9.8828
O -3.1079 10.3590 -8.9146
C -4.1771 11.5965 -10.6035
H -0.7974 11.0767 -9.8003
H -1.4444 12.4228 -10.6892
H -1.5718 10.8051 -11.4336
H -5.1136 11.1239 -10.3073
H -3.9307 11.5240 -11.6628
H -4.4521 12.6254 -10.3715
C -6.7757 15.6743 -11.7689
C -7.9365 16.6781 -11.6292
O -7.8237 17.7604 -11.1509
C -9.3193 16.0557 -11.9711
H -5.7785 16.0602 -11.5578
H -6.7297 15.2479 -12.7710
H -7.0961 14.8538 -11.1269
H -10.1531 16.6885 -11.6671
H -9.4994 15.0433 -11.6097
H -9.2157 15.8760 -13.0412
C -9.3963 12.7068 -7.9732
C -9.4615 12.6283 -9.4196
O -8.4205 12.7313 -10.0041
C -10.7224 12.1882 -10.0299
H -8.4907 13.2119 -7.6372
H -9.3132 11.6585 -7.6862
H -10.3033 13.1004 -7.5143
H -11.3975 11.8188 -9.2579
H -10.3109 11.3181 -10.5415
H -11.1733 12.9819 -10.6256
C -3.7943 16.3274 -7.7581
C -4.3921 15.3893 -8.7706
O -4.0696 15.2979 -9.9293
C -5.5464 14.5730 -8.3336
H -4.0802 16.0786 -6.7361
H -4.1328 17.3522 -7.9105
H -2.7052 16.3664 -7.7780
H -6.0503 13.9336 -9.0584
H -6.3068 15.2548 -7.9528
H -5.0785 13.9271 -7.5906
*
```

---

Molecular formula: C2H4N2O
Method: DFT, ωB97M-V with the def2-TZVPD basis set

Summary:
Max |F| in eV/Å: 3.4
E_LUMO in eV: 0.82
E_HOMO in eV: -9.67

ORCA input file:
```
! RIJCOSX wB97M-V def2-TZVPD def2/J DEFGRID3
* xyz 0 1
C -3.3736 -0.0853 0.6237
C 1.5194 -0.4397 0.1596
N -0.1972 0.9641 0.0540
N 0.7671 0.5064 -0.6288
O -3.2014 -0.2224 -0.4830
H -0.7342 1.6272 -0.6610
H 1.2401 -0.5289 1.2470
H 2.7245 -0.3947 0.0466
H 1.2553 -1.4267 -0.3582
*
```

---

Molecular formula: H3O2
Method: DFT, ωB97M-V with the def2-TZVPD basis set

Summary:
Max |F| in eV/Å: 1.4
E_LUMO in eV: 5.50
E_HOMO in eV: -2.58

ORCA input file:
```
! RIJCOSX wB97M-V def2-TZVPD def2/J DEFGRID3
* xyz -1 1
O -0.3530 -1.2511 0.4670
H -0.3867 -1.4091 -0.4754
O 0.4775 1.2328 -0.4281
H -0.2617 1.8370 -0.3278
H -0.3471 -0.2818 0.4917
*
```

---

Molecular formula: C36H43CdClN6O2PS4Sb
Method: DFT, ωB97M-V with the def2-TZVPD basis set

Summary:
Max |F| in eV/Å: 0.1
⟨S²⟩: 0.76
E_LUMO (alpha / beta) in eV: 2.48 / 2.10
E_HOMO (alpha / beta) in eV: -3.73 / -5.07

ORCA input file:
```
! RIJCOSX wB97M-V def2-TZVPD def2/J DEFGRID3
* xyz -1 2
Cd 1.1363 -0.4568 0.8023
C 3.1440 -4.4067 -0.7097
C 3.2213 -3.3992 0.3943
N 2.3827 -3.2772 1.3450
N 1.2382 -4.0765 1.2428
C 0.7026 -4.5689 2.3909
N -0.6468 -4.7202 2.3345
S 1.6332 -5.0205 3.6970
C 4.3321 -2.4000 0.4269
C 5.6311 -2.7220 0.0515
C 6.6035 -1.7350 0.1116
C 6.2461 -0.4641 0.5251
C 4.9224 -0.2345 0.8786
N 3.9914 -1.1776 0.8379
H 2.6597 -5.3130 -0.3486
H 2.5426 -4.0115 -1.5315
H 4.1323 -4.6419 -1.0990
H 0.5877 -3.7270 0.5395
H -1.1425 -3.9356 1.9067
H -1.0462 -5.0467 3.1991
H 5.8830 -3.7248 -0.2640
H 7.6255 -1.9588 -0.1675
H 6.9658 0.3419 0.5640
H 4.5879 0.7521 1.1813
C 1.4411 3.3663 -4.0592
C 1.7401 2.1310 -3.2338
O 0.9878 2.1075 -2.0164
P 1.4517 2.9156 -0.6966
S 3.3885 2.9705 -0.4757
S 0.3081 2.1472 0.7535
O 0.9296 4.4161 -0.9922
C -0.4644 4.6215 -1.2718
C -1.1060 5.3964 -0.1437
H 1.9551 3.3000 -5.0211
H 1.7833 4.2646 -3.5457
H 0.3685 3.4463 -4.2428
H 2.8039 2.0562 -2.9964
H 1.4377 1.2281 -3.7688
H -0.9654 3.6635 -1.4293
H -0.5156 5.1799 -2.2098
H -1.0430 4.8305 0.7860
H -2.1569 5.5862 -0.3736
H -0.5997 6.3524 -0.0029
Cl 0.3864 -2.4831 -1.7795
C 1.4969 -1.1008 -1.2904
H 1.2548 -0.3053 -1.9910
H 2.4997 -1.4622 -1.5152
N 3.2494 0.5000 6.8856
C 2.8303 0.3232 5.5776
C 2.5297 -0.9446 5.0815
C 2.1462 -1.0773 3.7646
N 2.0410 -0.0411 2.9262
C 2.3392 1.1720 3.3947
C 2.7401 1.3998 4.6958
H 2.9884 -0.2304 7.5272
H 3.1222 1.4239 7.2638
H 2.5872 -1.8242 5.7104
H 1.9266 -2.0549 3.3553
H 2.2406 1.9893 2.6901
H 2.9723 2.4064 5.0201
S -1.0909 -1.4968 1.6261
Sb -2.0975 -0.2588 -0.3950
C -3.5589 0.8916 0.6711
C -4.6950 0.2796 1.1935
C -5.6256 1.0121 1.9194
C -5.4285 2.3682 2.1370
C -4.2956 2.9868 1.6270
C -3.3676 2.2521 0.9016
C -2.2914 0.8584 -2.3272
C -1.4837 0.4427 -3.3827
C -1.5295 1.0875 -4.6103
C -2.3742 2.1748 -4.7955
C -3.1737 2.6072 -3.7478
C -3.1329 1.9506 -2.5209
C -3.4174 -1.8294 -1.0532
C -3.1343 -3.1610 -0.7735
C -3.9727 -4.1757 -1.2181
C -5.1132 -3.8665 -1.9450
C -5.4078 -2.5397 -2.2308
C -4.5605 -1.5312 -1.7923
H -4.8573 -0.7802 1.0336
H -6.5052 0.5212 2.3185
H -6.1520 2.9393 2.7064
H -4.1283 4.0438 1.7976
H -2.4817 2.7430 0.5164
H -0.8141 -0.4013 -3.2463
H -0.8992 0.7477 -5.4245
H -2.4052 2.6838 -5.7515
H -3.8345 3.4558 -3.8847
H -3.7635 2.3023 -1.7132
H -2.2460 -3.3985 -0.2003
H -3.7324 -5.2089 -0.9968
H -5.7695 -4.6558 -2.2917
H -6.2959 -2.2908 -2.7995
H -4.7938 -0.4999 -2.0323
*
```

---

Please write out number 5 again, unchanged.
Molecular formula: H3O2
Method: DFT, ωB97M-V with the def2-TZVPD basis set

Summary:
Max |F| in eV/Å: 1.4
E_LUMO in eV: 5.50
E_HOMO in eV: -2.58

ORCA input file:
```
! RIJCOSX wB97M-V def2-TZVPD def2/J DEFGRID3
* xyz -1 1
O -0.3530 -1.2511 0.4670
H -0.3867 -1.4091 -0.4754
O 0.4775 1.2328 -0.4281
H -0.2617 1.8370 -0.3278
H -0.3471 -0.2818 0.4917
*
```

---

Q: Which of these has the lowest max |F|?
A: C36H43CdClN6O2PS4Sb